Density functional theory data (ωB97M-V/def2-TZVPD) for C42H47N7O4STc as an isolated structure in a non-equilibrium geometry.

XYZ file:
```
102
Properties=species:S:1:pos:R:3:forces:R:3:mulliken_spin:R:1
Tc -0.26391 -0.60511 0.19320 0.06 1.20 -0.45 1.002
S -2.27944 -3.84867 2.85860 -0.06 -0.01 0.04 0.067
O 1.28839 -1.68284 1.21624 -0.75 0.17 0.30 -0.004
O 4.23436 1.87211 4.66039 -0.03 -0.01 -0.14 0.000
O 4.71264 0.20073 3.29440 0.04 -0.51 -0.25 0.000
O 3.28847 -1.72558 2.12943 0.04 0.15 0.26 0.000
N -0.36618 -1.95484 -1.36407 0.24 0.32 -0.17 -0.032
N 0.34184 0.47426 4.60343 -0.11 0.09 0.04 0.001
N -1.39231 -1.73521 1.29981 0.24 -0.47 0.59 -0.054
N -2.20439 -0.01395 -0.39074 0.84 -0.35 0.19 -0.070
N -0.19841 1.35071 1.06694 0.14 -0.34 -0.46 -0.028
N 1.59816 -0.00600 -0.65521 -0.54 -0.51 0.42 -0.050
N 0.40879 -0.39821 3.59631 0.02 -0.04 0.00 0.002
C 3.87393 0.89886 4.03635 -0.29 0.09 0.34 0.000
C -5.89451 -0.59630 -2.89334 -0.04 -0.05 0.05 0.000
C -4.43433 -0.41183 -0.85219 -0.05 -0.05 0.02 -0.015
C -1.75684 -2.63773 1.96910 0.11 0.10 -0.11 0.056
C -2.99243 0.90169 0.26165 -0.19 0.12 0.06 -0.010
C -0.79024 3.22769 2.27738 -0.06 -0.07 0.05 0.022
C 0.21644 -3.64199 -2.81715 0.07 -0.06 0.05 0.008
C -2.12523 -4.54463 -3.40016 0.00 0.15 -0.09 0.000
C -2.12495 5.34790 1.96733 0.01 -0.05 0.05 0.002
C 1.43096 -3.99211 -5.00502 0.02 -0.07 0.06 0.000
C 3.85096 0.51047 -0.38758 -0.02 0.01 0.03 0.012
C -2.75785 -2.04490 -1.66518 -0.10 -0.03 0.03 -0.031
C 0.56839 3.21304 2.19826 0.08 -0.02 0.01 0.002
C 1.52703 1.02641 4.91285 -0.08 0.04 0.18 -0.001
C -3.08315 -0.86742 -1.02118 -0.12 0.04 -0.10 0.031
C 1.68348 -0.43014 3.25654 -0.15 -0.11 -0.10 0.014
C -2.67355 -3.95088 -4.70488 0.00 -0.04 0.07 0.002
C 2.45066 0.46086 4.07390 0.18 -0.22 -0.48 -0.001
C -1.14121 -3.64348 -2.72259 -0.07 -0.07 0.05 0.011
C 2.39097 -0.91587 -1.32167 0.09 0.06 -0.19 0.044
C 4.92734 -1.38137 -1.73532 -0.10 -0.08 0.09 0.004
C -5.65129 -1.04924 -1.44852 0.11 0.07 -0.11 0.001
C 1.55389 4.19587 2.74763 0.00 0.04 -0.17 0.001
C 2.11104 -1.34206 2.13743 0.38 0.14 -0.34 -0.017
C -1.25366 2.08520 1.52528 -0.01 0.06 0.08 0.011
C 2.17863 1.79127 0.91417 0.01 -0.08 -0.04 -0.006
C 0.91233 2.06615 1.39216 -0.04 0.05 0.14 0.017
C -5.95738 1.04244 1.86893 0.00 0.04 -0.09 0.001
C 5.19693 -2.61822 -0.86449 0.02 0.06 -0.05 0.000
C 5.07226 1.21862 0.10666 -0.02 0.14 -0.15 -0.014
C 5.40149 2.46101 -0.73168 0.01 -0.06 0.07 0.003
C -4.37859 0.69092 -0.05801 0.04 0.06 0.02 0.010
C -1.49278 -2.54899 -1.85079 0.14 -0.06 -0.02 0.028
C 2.49267 0.83255 -0.02284 0.10 0.13 0.03 -0.011
C -5.52387 1.49848 0.46781 0.01 -0.07 0.15 -0.003
C -2.56034 1.85055 1.16887 -0.05 -0.05 -0.05 -0.002
C 3.78584 -0.57246 -1.20102 0.00 -0.01 0.02 0.002
C 0.68217 -2.54828 -1.99971 -0.20 -0.04 -0.02 0.048
C 1.97088 -2.06413 -1.95729 0.09 -0.04 0.05 -0.024
C 2.00836 5.22467 1.70175 -0.04 -0.02 0.09 0.000
C 1.09915 -4.54882 -3.61427 -0.01 0.12 -0.11 -0.001
C -1.67480 4.24257 2.93163 0.00 0.04 -0.14 -0.001
H 4.27207 -0.61822 2.91209 -0.05 0.23 0.03 0.000
H -3.15007 -2.98531 -4.52316 0.03 -0.02 -0.03 0.000
H -5.02770 -0.81472 -3.52028 -0.02 0.02 0.00 0.000
H -2.55692 3.74836 3.34650 0.02 0.00 0.06 0.001
H 4.94786 1.49570 1.15434 0.04 -0.04 -0.01 0.000
H -6.36956 1.41042 -0.21614 0.01 0.03 -0.03 0.000
H -0.55067 0.64592 5.02926 -0.04 0.02 0.06 0.000
H 6.29866 2.95380 -0.35313 -0.04 0.00 -0.02 0.000
H -3.31705 2.49787 1.59574 0.03 -0.02 -0.02 -0.002
H -6.25033 -0.00883 1.85394 0.01 0.03 0.02 0.000
H 5.33873 -2.32521 0.17650 0.00 -0.02 -0.02 0.000
H -1.26396 5.88137 1.56257 -0.02 -0.01 0.00 0.000
H -5.25437 2.55706 0.49160 -0.02 0.01 -0.03 0.000
H 2.09851 -4.66978 -5.54057 -0.02 0.04 0.00 0.000
H 4.35221 -3.30871 -0.88711 0.03 0.02 0.03 0.001
H 4.57978 3.18045 -0.70566 0.02 -0.02 -0.01 -0.001
H 0.52347 -3.86980 -5.59817 0.03 0.03 0.01 0.000
H -2.95259 -4.75116 -2.71783 0.01 -0.06 0.00 0.001
H -6.07485 0.47940 -2.93310 0.04 -0.02 -0.02 0.000
H -3.57777 -2.59973 -2.10403 0.02 0.01 0.02 -0.007
H 2.74499 5.90720 2.12864 -0.01 -0.03 -0.03 0.000
H -6.80465 1.63187 2.22427 0.03 -0.02 0.00 0.000
H -5.54927 -2.13615 -1.41696 -0.06 0.00 0.04 0.000
H 2.99524 2.39105 1.29712 -0.01 -0.02 0.00 -0.002
H -2.76390 6.06916 2.47874 0.00 0.00 -0.03 0.000
H -2.68170 4.92735 1.12743 0.02 0.03 0.01 0.000
H -1.64340 -5.49994 -3.61244 -0.02 -0.04 0.02 0.000
H -6.76318 -1.10291 -3.31850 0.04 0.02 0.00 0.000
H -1.86992 -3.79711 -5.42588 -0.02 0.02 0.00 -0.001
H 2.73055 -2.63205 -2.47940 -0.02 -0.01 0.04 -0.011
H 2.02542 -4.72580 -3.06334 -0.01 -0.05 0.01 0.000
H 5.91478 0.52569 0.07843 0.00 0.01 0.04 -0.001
H -3.41311 -4.61606 -5.15333 0.02 0.01 0.00 0.000
H 1.16075 5.81613 1.34965 0.03 -0.03 -0.01 0.000
H -1.13882 4.69248 3.76953 -0.03 -0.01 0.03 -0.001
H -6.51997 -0.80029 -0.83783 -0.02 -0.04 0.02 0.000
H 6.08795 -3.14656 -1.21019 -0.05 0.01 0.01 0.000
H 5.57261 2.18653 -1.77421 -0.01 0.03 0.01 0.000
H -5.13905 1.14703 2.58387 -0.03 -0.03 -0.01 0.000
H 1.10124 4.72100 3.59022 0.01 -0.01 0.05 -0.001
H 5.82068 -0.75687 -1.76016 0.01 0.02 -0.06 -0.001
H 1.91947 -3.01870 -4.92937 -0.03 -0.02 -0.02 0.000
H 1.65215 1.76002 5.69358 0.00 -0.03 -0.08 0.000
H 2.45281 4.73326 0.83426 0.00 0.03 0.02 0.000
H 2.42212 3.66107 3.14072 0.01 0.00 0.05 0.000
H 4.72554 -1.68235 -2.76732 0.04 0.02 0.00 0.000
H 0.60844 -5.51767 -3.72042 0.02 -0.03 0.02 0.000
```
Forces are in eV/Å.

- Strongest force on any atom: 0.0250 Eh/bohr
- Gap between HOMO and LUMO (alpha / beta): 5.4 / 5.5 eV
- HOMO energy (alpha / beta): -7.3 / -7.1 eV
- E: -75975.3580 eV
- Spin multiplicity: 2
- M: 843.950 g mol⁻¹